Model w:
16
Properties=species:S:1:pos:R:3 method="wB97M-V/def2-TZVPD" smiles="C[C@@H]1NCC(=O)N1O" multiplicity=1 charge=0 homo_lumo_gap_ev=10.16 e_lumo_ha=0.033 homo_energy_ev=-9.3
C 2.360 -0.174 -0.894
C 0.879 -0.578 -0.294
N -0.024 -1.065 -1.302
C -1.312 -0.863 -0.703
C -1.196 0.162 0.379
O -1.922 0.726 1.251
N 0.138 0.539 0.244
O 0.606 1.164 1.355
H 3.086 0.066 -0.107
H 2.420 0.673 -1.616
H 2.762 -0.971 -1.329
H 1.055 -1.309 0.428
H 0.009 -0.343 -2.038
H -1.565 -1.764 -0.089
H -2.275 -0.758 -1.355
H -0.154 1.688 1.742

***

Model x:
16
Properties=species:S:1:pos:R:3 method="wB97M-V/def2-TZVPD" multiplicity=1 charge=0 homo_lumo_gap_ev=9.18 e_lumo_ha=0.019 homo_energy_ev=-8.7
O -2.848 1.200 0.742
C -2.153 0.197 0.467
C -0.788 0.372 -0.116
C 0.057 -0.931 -0.075
C 1.403 -0.620 -0.656
N 2.427 -0.389 0.278
O 1.685 -0.655 -1.834
N -0.215 1.597 0.070
H -2.518 -0.745 0.883
H -1.855 0.085 -0.734
H -0.493 -1.655 -0.666
H 0.060 -1.144 0.994
H 2.306 -0.949 1.119
H 3.300 -0.507 -0.203
H -0.884 2.311 0.310
H 0.515 1.835 -0.582

***

Model y:
16
Properties=species:S:1:pos:R:3 method="wB97M-V/def2-TZVPD" multiplicity=1 charge=0 homo_lumo_gap_ev=8.67 e_lumo_ha=0.025 homo_energy_ev=-8.0
C 0.464 0.517 -0.984
C -0.060 -0.818 2.249
N -0.392 -0.240 -0.090
C 0.380 -1.010 0.818
N 0.314 1.929 -0.830
C -0.821 -0.373 -1.923
O 1.259 -1.754 0.462
O -0.732 -1.404 -2.516
H -1.166 0.293 0.291
H 1.407 0.022 -1.210
H 0.373 2.426 -1.712
H 0.983 2.311 -0.171
H -1.504 0.452 -2.192
H -0.215 0.235 2.481
H -0.990 -1.365 2.413
H 0.700 -1.222 2.912

***

Model z:
16
Properties=species:S:1:pos:R:3 method="wB97M-V/def2-TZVPD" smiles="CO[C@@H](N)C(N)=C=O" multiplicity=1 charge=0 homo_lumo_gap_ev=8.63 e_lumo_ha=0.026 homo_energy_ev=-7.9
C -1.315 -0.339 -1.399
O -0.010 -0.861 -1.268
C 0.888 -0.144 -0.370
N 1.117 1.237 -0.628
C 0.342 -0.334 1.041
N -0.093 0.818 1.763
C 0.175 -1.572 1.426
O 0.022 -2.664 1.828
H -1.317 0.608 -1.953
H -1.890 -1.076 -1.956
H -1.775 -0.172 -0.420
H 1.827 -0.694 -0.500
H 1.529 1.379 -1.542
H 0.260 1.774 -0.551
H 0.682 1.471 1.847
H -0.440 0.570 2.682

***

Most stable structure - model z; separation to the second - 0.0168 hartree.

***

Model w:
16
Properties=species:S:1:pos:R:3 method="wB97M-V/def2-TZVPD" multiplicity=1 charge=0 homo_lumo_gap_ev=8.38 e_lumo_ha=-0.012 homo_energy_ev=-8.7
H -0.262 -0.645 1.655
N -0.436 0.234 1.174
C -1.311 0.054 0.175
N -2.097 -1.095 0.061
O -1.995 1.190 -0.212
H -2.993 -0.916 -0.369
H -1.610 -1.861 -0.392
H -1.732 1.905 0.381
C 2.417 0.905 0.130
C 1.568 -0.131 0.180
C 0.436 -0.363 -0.897
O 0.289 -1.503 -1.337
H 3.339 0.911 0.692
H 2.193 1.794 -0.445
H 1.863 -1.042 0.687
H 0.329 0.563 -1.483

***

Model x:
16
Properties=species:S:1:pos:R:3 method="wB97M-V/def2-TZVPD" smiles="N[C@@H](O)N=C=O.C=C" multiplicity=1 charge=0 homo_lumo_gap_ev=10.57 e_lumo_ha=0.029 homo_energy_ev=-9.8
N 1.575 -1.366 -1.302
C 1.247 -1.326 0.110
O 2.280 -0.718 0.802
N 0.029 -0.579 0.303
C -1.100 -0.643 -0.160
O -2.108 -1.041 -0.593
H 2.462 -1.840 -1.437
H 0.861 -1.846 -1.837
H 1.128 -2.320 0.581
H 2.425 0.150 0.401
C -0.848 2.064 0.726
C -2.069 1.714 0.301
H -0.531 1.901 1.744
H -0.112 2.481 0.056
H -2.831 1.396 0.995
H -2.410 1.975 -0.689

***

Most stable structure - model x; separation to the second - 0.0619 hartree.

***

Model w:
33
Properties=species:S:1:pos:R:3 method="wB97M-V/def2-TZVPD" multiplicity=2 charge=+1 homo_lumo_gap_ev="10.26 / 3.23" s_squared=0.76 e_lumo_ha="-0.117 / -0.370" homo_energy_ev="-13.4 / -13.3"
O -0.590 -0.362 -3.047
H -1.161 0.323 -2.698
H -0.674 -0.283 -3.997
O -2.078 1.770 -1.493
H -2.877 1.428 -1.895
H -2.362 2.559 -1.031
O 0.013 -0.049 -0.036
H 0.297 0.816 0.261
H -0.885 0.084 -0.340
O 1.911 1.238 2.882
H 1.134 0.807 3.239
H 1.576 1.783 2.170
O 1.547 2.637 0.535
H 1.812 2.175 -0.260
H 1.286 3.507 0.233
O 2.511 -1.044 -0.463
H 1.595 -0.782 -0.370
H 2.549 -1.486 -1.312
O -2.429 -0.388 2.077
H -2.578 -1.309 2.289
H -3.244 -0.101 1.666
O 1.901 1.376 -1.906
H 1.705 1.677 -2.794
H 1.087 0.971 -1.604
O -0.105 -0.206 3.645
H -0.713 -0.056 2.921
H -0.668 -0.315 4.412
O 0.172 -3.106 1.007
H 0.854 -3.257 1.661
H 0.354 -2.229 0.669
O -0.701 -3.002 -1.869
H -0.357 -3.113 -2.755
H -0.881 -2.064 -1.797

***

Model x:
33
Properties=species:S:1:pos:R:3 method="wB97M-V/def2-TZVPD" multiplicity=2 charge=+1 homo_lumo_gap_ev="9.77 / 1.74" s_squared=0.76 e_lumo_ha="-0.126 / -0.421" homo_energy_ev="-13.2 / -13.2"
O 0.347 -0.538 4.003
H -0.091 -1.154 3.380
H -0.262 0.168 3.679
O 1.330 2.945 -2.655
H 1.631 3.693 -3.158
H 0.534 3.080 -2.121
O -1.240 0.086 -3.618
H -0.319 -0.182 -3.654
H -1.229 0.967 -3.981
O 2.107 -3.302 0.768
H 2.992 -3.217 1.148
H 1.722 -2.435 1.005
O -2.036 4.262 0.295
H -2.087 3.850 -0.581
H -1.750 5.166 0.228
O -0.873 2.388 3.424
H -1.139 3.301 3.372
H -0.068 2.274 2.924
O -0.626 -0.293 1.309
H -0.656 0.543 0.771
H -0.717 -0.809 0.441
O -4.008 0.763 -3.268
H -3.929 -0.009 -3.833
H -3.105 0.897 -3.047
O 3.055 -1.256 3.135
H 3.841 -1.218 3.679
H 2.249 -1.294 3.695
O 2.186 -3.085 -2.935
H 1.957 -4.011 -2.749
H 1.731 -2.854 -2.090
O -0.413 -2.925 -0.225
H 0.004 -2.399 0.466
H -1.137 -3.401 0.193

***

Most stable structure - model w; separation to the second - 0.0999 hartree.

***

Model w:
14
Properties=species:S:1:pos:R:3 method="wB97M-V/def2-TZVPD" multiplicity=1 charge=+1 homo_lumo_gap_ev=10.07 e_lumo_ha=-0.127 homo_energy_ev=-13.5
N -1.127 0.172 1.913
C -1.550 1.013 1.006
N -1.047 1.081 -0.205
H -0.390 -0.485 1.663
H -1.519 0.269 2.833
H -2.339 1.709 1.255
H -1.534 1.629 -0.890
H -0.367 0.373 -0.478
C 1.922 -0.643 -1.470
S 1.251 -1.331 0.078
H 1.560 0.370 -1.641
H 2.998 -0.611 -1.335
H 1.681 -1.244 -2.339
H 0.461 -2.302 -0.389

***

Model x:
14
Properties=species:S:1:pos:R:3 method="wB97M-V/def2-TZVPD" smiles=C[C@@H]([NH3+])NS multiplicity=1 charge=+1 homo_lumo_gap_ev=10.62 e_lumo_ha=-0.135 homo_energy_ev=-14.3
C 1.438 0.746 0.175
C 0.201 0.117 -0.234
N 0.167 -1.376 0.158
N -0.968 0.807 0.171
S -2.488 -0.110 0.046
H 1.509 0.802 1.290
H 1.512 1.742 -0.359
H 2.220 0.118 -0.249
H -0.065 0.134 -1.479
H -0.769 -1.622 -0.281
H 0.139 -1.585 1.152
H 1.014 -1.594 -0.453
H -1.024 1.182 1.100
H -2.887 0.638 -1.036

***

Most stable structure - model w; separation to the second - 0.0783 hartree.